42
Properties=species:S:1:pos:R:3:lowdin_charge:R:1 method="wB97M-V/def2-TZVPD" charge=+1 lumo_ha=-0.193 gap_ev=6.901
O 2.858 -0.730 -0.752 -0.382
S 2.500 -1.690 -1.850 0.456
O 3.130 -3.058 -1.629 -0.383
Cl 3.060 -0.971 -3.749 0.346
C 0.662 -1.897 -1.863 -0.277
C -0.151 -0.493 -1.666 -0.194
C -1.561 -0.923 -0.968 -0.213
C -2.784 0.060 -1.337 -0.136
C -4.106 -0.882 -1.455 -0.098
C -5.165 -0.776 -2.587 0.068
C -6.353 -1.821 -2.541 0.034
C -6.377 -2.867 -1.374 0.009
N -5.398 -2.912 -0.311 0.055
C -4.310 -1.965 -0.345 0.046
H 0.238 -2.429 -2.779 0.120
H 0.360 -2.542 -0.949 0.124
H -0.301 0.027 -2.679 0.120
H 0.438 0.254 -1.011 0.125
H -1.460 -1.057 0.163 0.125
H -1.818 -1.950 -1.444 0.112
H -2.624 0.701 -2.267 0.125
H -2.979 0.764 -0.439 0.138
H -5.075 0.014 -3.405 0.125
H -7.151 -1.795 -3.371 0.122
H -7.212 -3.648 -1.343 0.138
H -5.424 -3.612 0.458 0.177
H -3.547 -2.029 0.511 0.146
O 2.063 2.342 1.980 -0.294
S 3.130 1.827 2.799 0.604
O 3.118 1.957 4.233 -0.283
O 4.541 2.385 2.237 -0.261
C 4.722 3.797 2.138 -0.268
C 4.919 4.439 3.500 -0.076
C 3.382 0.119 2.404 -0.119
H 3.886 4.255 1.603 0.115
H 5.620 3.962 1.535 0.124
H 4.020 4.349 4.112 0.068
H 5.148 5.503 3.399 0.082
H 5.731 3.949 4.043 0.087
H 3.428 0.006 1.321 0.036
H 2.536 -0.441 2.805 0.077
H 4.305 -0.220 2.874 0.080


16
Properties=species:S:1:pos:R:3:mulliken_spin:R:1 method="wB97M-V/def2-TZVPD" charge=+1 spin_multiplicity=2 lumo_ha="-0.309 / -0.331" e_above_lowest_kj_mol=666.7 gap_ev="7.357 / 6.980"
O -1.781 0.293 0.544 -0.141
C -1.486 1.458 0.492 0.056
N -0.294 1.909 -0.101 -0.338
C 0.297 1.062 -0.918 0.127
C 1.495 0.082 -0.200 0.042
C 1.059 -0.632 1.074 0.140
O 2.019 -0.670 -1.065 1.008
H -2.118 2.215 0.962 0.007
H -2.205 -2.954 -1.331 0.000
H 0.881 1.612 -1.639 -0.012
H -0.428 0.462 -1.475 0.000
H 2.232 0.828 0.147 0.103
H 0.378 -0.092 1.715 0.002
H 1.974 -0.808 1.649 0.005
H 0.672 -1.640 0.955 0.001
H -2.695 -3.125 -0.811 0.000


> Look up the charge of the first one.

+1